This record from the OMol25 dataset describes a structure of composition C30H28Cl4CuF6N5O12S2 at a distorted geometry. The level of theory is the ωB97M-V functional and the def2-TZVPD basis.

```
88
Properties=species:S:1:pos:R:3
Cu -1.43180 4.69968 -1.74476
C -4.35422 0.77863 0.49971
F -4.42080 0.85135 1.88989
F -5.42462 0.08360 0.09194
F -4.33322 1.96082 -0.08821
S -2.69464 -0.19527 -0.05175
O -2.76013 -1.45285 0.67849
O -2.77386 -0.23834 -1.49851
N -1.55946 1.04356 0.43431
S -0.29127 0.18492 1.05250
O -0.20487 -1.23559 0.67293
O 0.85649 0.94670 0.59114
C -0.30647 0.43197 2.97712
F 0.72587 -0.29637 3.51101
F -0.01437 1.73730 3.23949
F -1.44628 0.08569 3.52075
Cl -7.08471 -6.29749 -4.72805
C -8.22346 -6.14213 -3.35124
C -9.42657 -5.24626 -3.80401
Cl -10.35178 -4.68984 -2.37314
H -7.53817 -5.69005 -2.63424
H -8.49118 -7.17533 -3.13004
H -10.11305 -5.76327 -4.47450
H -9.06331 -4.33456 -4.27828
Cl 0.67487 -7.41230 -4.48174
C 1.61676 -5.99412 -4.04258
C 3.09409 -6.11671 -4.54352
Cl 3.84861 -7.48239 -3.59362
H 1.71367 -5.75846 -2.98278
H 1.07061 -5.17042 -4.50228
H 3.70862 -5.21711 -4.50944
H 3.03122 -6.51675 -5.55551
C 8.39329 7.95737 0.14744
C 7.44796 7.24323 -0.65875
C 6.18209 6.95946 -0.19874
C 5.78143 7.50621 1.00964
C 6.69171 8.24092 1.77052
C 7.99380 8.44127 1.39255
N 4.41869 7.29950 1.44711
O 4.07197 7.51665 2.57559
O 3.59449 6.70183 0.68602
H 9.44836 8.12463 -0.01143
H 7.85304 6.75769 -1.53429
H 5.44475 6.39178 -0.74688
H 6.37223 8.47825 2.77452
H 8.70189 8.83509 2.10664
C -5.81475 4.82817 7.24160
C -6.86955 5.23305 6.41651
C -6.64127 5.96258 5.24218
C -5.33087 6.23832 4.83990
C -4.26734 5.79588 5.66484
C -4.51049 5.10078 6.87080
N -5.09331 6.94279 3.52079
O -4.13539 6.56967 2.81337
O -5.83859 7.83483 3.15157
H -6.09918 4.24602 8.10566
H -7.86894 4.89274 6.64410
H -7.56958 6.39060 4.89369
H -3.24655 5.85285 5.31676
H -3.69588 4.84880 7.53360
C 0.71869 -6.26540 5.19837
C 1.17066 -6.80720 4.00217
C 2.42453 -7.41439 4.05048
C 3.19264 -7.39073 5.22584
C 2.69938 -6.76349 6.39697
C 1.45956 -6.22590 6.41896
N 4.51806 -7.95437 5.10235
O 5.32539 -7.58560 5.93884
O 4.81835 -8.75256 4.21525
H -0.27327 -5.84804 5.28903
H 0.66665 -6.77256 3.04761
H 2.92896 -7.75579 3.15863
H 3.40169 -6.61199 7.20332
H 1.11189 -5.75517 7.32667
C 2.36414 -1.86297 -9.23338
C 1.18249 -1.53032 -8.48440
C 1.13205 -0.33648 -7.83758
C 2.23158 0.52610 -7.78368
C 3.25661 0.28241 -8.61808
C 3.37108 -1.00512 -9.23546
N 2.35571 1.55897 -6.75558
O 1.53088 1.74641 -5.89271
O 3.44706 2.18088 -6.64785
H 2.50929 -2.69044 -9.91207
H 0.27418 -2.10750 -8.39363
H 0.30796 -0.10445 -7.17923
H 4.12253 0.92433 -8.68549
H 4.30441 -1.24793 -9.72159
```

Summary:
Charge: +1
Largest force on an atom (hartree/bohr): 0.1170
Orbital gap (alpha / beta) (eV): 3.719 / 3.073
ΔE to the lowest compared entry with this formula, charge and spin (kJ/mol): 720.5
E_HOMO (alpha / beta) (eV): -11.1 / -11.1
M (Da): 1034.06
2S+1: 2

This record from the OMol25 dataset describes a structure of composition C30H28F9GeN3O4PRuS2. The level of theory is the ωB97M-V functional and the def2-TZVPD basis.

```
79
Properties=species:S:1:pos:R:3
Ru -0.50870 -1.10222 -0.94147
C 2.09262 -4.68277 1.14205
C 2.21301 -3.35427 0.43085
O 2.55011 -3.58833 -0.94233
P 1.84568 -2.69551 -2.09622
S 2.19542 -0.78243 -1.75550
S -0.05887 -3.22186 -2.29280
O 2.64940 -3.28798 -3.35816
C 3.99761 -2.86946 -3.59149
C 4.04851 -1.88779 -4.74400
H 1.85599 -4.52173 2.19438
H 3.02470 -5.24545 1.07142
H 1.29347 -5.27187 0.69288
H 2.99044 -2.72241 0.86658
H 1.26926 -2.80514 0.50079
H 4.56613 -3.77526 -3.81831
H 4.41356 -2.42137 -2.68588
H 3.61403 -2.33290 -5.63972
H 5.08251 -1.60818 -4.95629
H 3.48612 -0.99107 -4.48922
C 0.43341 3.16003 -2.71331
Ge 0.28659 2.12813 -1.02461
C -1.23197 2.89911 -0.00798
C -2.25170 2.07904 0.47585
C -3.26272 2.58839 1.27935
C -3.27685 3.93774 1.60250
C -2.27823 4.77102 1.11936
C -1.26364 4.25116 0.32642
C 1.95219 2.69944 -0.02695
C 3.02434 3.16651 -0.75516
C 4.28240 3.41823 -0.17146
C 4.48275 3.20553 1.16132
C 3.42187 2.72172 1.96668
C 3.60218 2.48464 3.35100
C 2.57993 2.00803 4.12150
C 1.32350 1.74863 3.54001
C 1.12573 1.97260 2.20564
C 2.16042 2.46110 1.37247
H 0.72579 4.19541 -2.52630
H -0.53339 3.15079 -3.21403
H 1.16129 2.69842 -3.38031
H -2.25876 1.02037 0.23014
H -4.02432 1.92395 1.66728
H -4.05681 4.33535 2.24187
H -2.27967 5.82508 1.37565
H -0.47170 4.90819 -0.02072
H 2.91522 3.34239 -1.81897
H 5.09400 3.78370 -0.79219
H 5.44674 3.39556 1.62110
H 4.57537 2.68453 3.78770
H 2.73149 1.82275 5.17841
H 0.51531 1.36100 4.14736
H 0.15998 1.76331 1.76766
C -2.20488 0.93033 -2.66946
O -0.95180 0.55505 -2.16764
H -2.36067 2.01095 -2.54563
H -3.01565 0.40635 -2.15467
H -2.26015 0.70051 -3.74391
N -0.42064 -1.01383 1.26952
C -0.82493 -1.10970 2.35163
C -1.27313 -1.18585 3.66359
C -2.30934 -0.34559 4.11076
N -3.14592 0.34413 4.50984
C -0.66676 -2.09372 4.55010
N -0.17262 -2.83445 5.28827
F -5.30359 -3.53417 -1.83602
C -4.46436 -2.47010 -1.86067
F -3.58769 -2.69139 -2.84020
F -5.20379 -1.40638 -2.23115
C -3.74027 -2.20200 -0.49940
O -2.74592 -1.34731 -0.65295
C -3.28047 -3.58766 0.06722
F -2.32005 -3.43618 0.97796
F -4.28278 -4.28316 0.65548
F -2.79250 -4.37470 -0.90408
C -4.78218 -1.59555 0.50360
F -4.99447 -0.30231 0.24281
F -5.99687 -2.19793 0.47941
F -4.33032 -1.67921 1.76080
```

Summary:
Charge: -2
Largest force on an atom (hartree/bohr): 0.0102
Orbital gap (alpha / beta) (eV): 5.464 / 7.265
ΔE to the lowest compared entry with this formula, charge and spin (kJ/mol): 0.0
E_HOMO (alpha / beta) (eV): -1.1 / -2.9
M (Da): 934.34
2S+1: 6

This record from the OMol25 dataset describes a structure of composition C30H28KN2P2. The level of theory is the ωB97M-V functional and the def2-TZVPD basis.

```
63
Properties=species:S:1:pos:R:3
K 0.28089 0.26126 -2.86209
C -0.88992 0.00445 2.38287
N -0.82656 -0.16809 0.92484
P -1.57206 0.95719 -0.12584
C -3.34420 0.77415 0.21883
C -4.21536 1.71329 -0.33507
C -5.58394 1.58728 -0.16184
C -6.09774 0.51614 0.55757
C -5.24044 -0.42770 1.10028
C -3.86768 -0.30186 0.93153
C -1.16511 2.57893 0.60838
C 0.06032 3.12282 0.22540
C 0.50381 4.32282 0.76048
C -0.28832 4.99540 1.67964
C -1.51092 4.46360 2.06693
C -1.94922 3.25937 1.53703
P 0.65059 -0.76053 0.22261
C 0.03236 -2.03258 -0.95791
C 0.98561 -2.63374 -1.78972
C 0.59768 -3.52090 -2.77998
C -0.75174 -3.80687 -2.96908
C -1.70227 -3.21075 -2.15494
C -1.31272 -2.32660 -1.15144
C 1.34698 -1.79930 1.53854
C 2.46451 -1.31922 2.21587
C 3.03299 -2.05925 3.24507
C 2.48750 -3.28428 3.59361
C 1.37400 -3.77256 2.91835
C 0.80575 -3.03518 1.89457
H -1.84612 0.45359 2.64740
H -0.09964 0.66310 2.75580
H -0.80836 -0.96010 2.88094
H -3.82097 2.55310 -0.89718
H -6.25214 2.32357 -0.58853
H -7.16660 0.41836 0.69332
H -5.63731 -1.26382 1.66105
H -3.19791 -1.03836 1.35689
H 0.67360 2.57612 -0.48442
H 1.45633 4.73708 0.45668
H 0.04699 5.93724 2.09334
H -2.12573 4.98932 2.78573
H -2.90494 2.85038 1.84102
H 2.03991 -2.40804 -1.65130
H 1.34569 -3.99315 -3.40390
H -1.05899 -4.49578 -3.74459
H -2.75117 -3.43739 -2.29656
H -2.05815 -1.86765 -0.51590
H 2.89111 -0.36237 1.93794
H 3.90038 -1.67968 3.76842
H 2.93112 -3.86721 4.38996
H 0.95293 -4.73101 3.19215
H -0.06144 -3.41708 1.36883
C 5.63274 1.33692 -2.97668
C 4.78475 1.57758 -1.90774
C 3.44169 1.27137 -2.04764
N 2.91226 0.76094 -3.16328
C 3.74449 0.52525 -4.18090
C 5.10098 0.79445 -4.13656
H 6.68824 1.56320 -2.90719
H 5.15125 1.99129 -0.97887
H 2.76124 1.42669 -1.21574
H 3.30624 0.09254 -5.07236
H 5.72279 0.58231 -4.99462
```

Summary:
Charge: +1
Largest force on an atom (hartree/bohr): 0.0054
Orbital gap (eV): 8.321
E_HOMO (eV): -10.8
M (Da): 517.61

This record from the OMol25 dataset describes a structure of composition C30H28MoN3O9PSSe2. The level of theory is the ωB97M-V functional and the def2-TZVPD basis.

```
75
Properties=species:S:1:pos:R:3
Mo -0.08922 -1.40450 0.01784
O -0.44793 -0.70146 6.94878
C -0.43314 -1.79660 6.37180
O -0.53323 -2.96740 6.75880
C -0.24802 -1.67189 4.82928
C 0.15413 -0.47236 4.25705
C 0.29930 -0.37846 2.88993
N 0.04268 -1.42905 2.09068
C -0.36390 -2.60321 2.64010
C -0.49595 -2.76170 3.99408
C -0.59840 -3.68986 1.63128
O -1.21366 -4.70082 1.85142
O -0.06161 -3.39371 0.45126
H 0.32981 0.37514 4.90600
H 0.61326 0.53318 2.39856
H -0.78891 -3.70724 4.43071
Se 1.46004 0.61503 -0.49056
P -0.15612 2.05449 -0.46183
Se -1.76945 0.58718 -0.35279
C -0.02364 3.07023 1.01244
C -1.06965 3.20338 1.91831
C -0.88810 3.97868 3.05456
C 0.32812 4.60860 3.27558
C 1.36996 4.47361 2.36520
C 1.20425 3.70201 1.22729
C -0.09439 3.09654 -1.91532
C -1.25914 3.65707 -2.43513
C -1.17028 4.50729 -3.52376
C 0.07180 4.79405 -4.08022
C 1.22812 4.23605 -3.55583
C 1.15314 3.37978 -2.46700
H -2.00719 2.68760 1.75159
H -1.69098 4.07815 3.77248
H 0.46960 5.20198 4.16925
H 2.31938 4.96036 2.54263
H 2.02908 3.58635 0.52809
H -2.22432 3.42557 -1.99889
H -2.06754 4.94526 -3.94059
H 0.13507 5.45768 -4.93291
H 2.19844 4.44854 -3.98401
H 2.07017 2.95842 -2.07071
O -1.45405 -2.57649 -1.83429
C -2.24158 -2.70169 -0.87743
O -2.16410 -2.03749 0.19247
C -3.33314 -3.75901 -0.93079
N -3.24996 -4.35451 -2.31955
C -4.48284 -3.93166 -3.08680
C -5.03467 -2.76852 -2.27398
C -4.74122 -3.18519 -0.83275
H -3.08549 -4.50992 -0.17923
H -3.13649 -5.36484 -2.29670
H -2.38611 -3.92832 -2.71562
H -5.16784 -4.77688 -3.09560
H -4.19972 -3.68476 -4.10613
H -6.09261 -2.61273 -2.47019
H -4.50337 -1.84743 -2.52203
H -5.43887 -3.95256 -0.49538
H -4.77073 -2.36191 -0.12292
N 2.07403 -2.30126 -0.21565
C 3.25385 -1.53449 -0.57172
C 3.51324 -1.27120 -1.90629
C 4.30919 -0.18147 -2.23828
C 4.80814 0.63238 -1.23188
C 4.73454 0.21745 0.09300
C 3.94917 -0.87303 0.43043
S 5.13868 2.37304 -1.57189
O 6.51414 2.62633 -1.21885
O 4.80567 2.50805 -2.98345
O 4.14421 3.00009 -0.69699
H 1.92228 -3.06337 -0.87444
H 2.19198 -2.75640 0.68687
H 2.98819 -1.82060 -2.68110
H 4.41293 0.13769 -3.26633
H 5.17408 0.83335 0.86618
H 3.76687 -1.11659 1.47188
```

Summary:
Charge: 0
Largest force on an atom (hartree/bohr): 0.0080
Orbital gap (alpha / beta) (eV): 6.566 / 6.139
ΔE to the lowest compared entry with this formula, charge and spin (kJ/mol): 179.2
E_HOMO (alpha / beta) (eV): -8.0 / -8.0
M (Da): 891.47
2S+1: 3

This record from the OMol25 dataset describes a structure of composition C30H28N4O5W. The level of theory is the ωB97M-V functional and the def2-TZVPD basis.

```
68
Properties=species:S:1:pos:R:3
W 1.04286 0.17344 -2.12965
N 0.89597 2.38824 -2.37849
C 1.92980 3.13505 -1.62878
C 3.08083 2.18711 -1.39342
O 4.00444 2.36694 -0.66781
N 2.89683 0.98888 -2.14894
C 3.97073 -0.02608 -2.05003
C 2.92517 -1.11747 -2.05807
O 2.19667 -1.21171 -1.00520
O 2.31509 -1.27042 -3.16341
H 0.94392 2.59850 -3.37255
H -0.04599 2.64262 -2.08919
H 1.53748 3.46713 -0.67002
H 2.27810 4.00594 -2.18246
H 4.53058 0.08083 -1.12565
H 4.59831 -0.04071 -2.93639
C -1.32251 -3.44049 -1.21989
C -2.09808 -3.59681 -2.36110
C -1.91427 -2.74314 -3.43400
C -0.96262 -1.73899 -3.35474
N -0.21333 -1.60403 -2.23864
C -0.38614 -2.43321 -1.19439
C -0.64456 -0.77736 -4.41743
C -1.17478 -0.85746 -5.69899
C -0.74861 0.02194 -6.68099
C 0.22742 0.96519 -6.39579
C 0.75025 1.05825 -5.11403
C 0.30046 0.21082 -4.10081
H -1.43100 -4.09288 -0.36610
H -2.83883 -4.38327 -2.41563
H -2.50842 -2.85381 -4.32832
H 0.25842 -2.28042 -0.34062
H -1.90368 -1.61558 -5.95000
H -1.15951 -0.04555 -7.67886
H 0.59095 1.62235 -7.17411
H 1.55489 1.76907 -4.94997
C 0.42868 -1.81875 6.73007
C 0.54681 -0.55451 5.92247
C 1.01003 0.60960 6.52915
C 1.13510 1.79882 5.82966
C 0.78112 1.84279 4.49294
C 0.31910 0.68674 3.88483
N -0.04135 0.75107 2.48982
C -1.29642 0.82251 2.04393
C -2.37762 0.88485 2.96457
C -3.66496 0.94851 2.52687
C -4.00087 0.95212 1.14500
C -3.00649 0.89932 0.23227
C -1.63169 0.83237 0.64158
C -0.67725 0.76981 -0.36027
O 0.63380 0.67572 -0.18705
O -0.91967 0.74376 -1.64582
C 0.20138 -0.52541 4.56455
C -0.29626 -1.75424 3.85123
H 0.65476 -1.62673 7.77646
H 1.12482 -2.58193 6.37611
H -0.57590 -2.24043 6.67713
H 1.27764 0.57987 7.57777
H 1.49781 2.68776 6.32699
H 0.85022 2.76152 3.92451
H 0.70978 0.72265 1.81901
H -2.15385 0.89366 4.02175
H -4.46025 1.00205 3.25946
H -5.03585 1.00494 0.84078
H -3.22042 0.90854 -0.82783
H 0.10749 -1.81321 2.83881
H -1.38742 -1.75565 3.77171
H -0.00911 -2.66110 4.37598
```

Summary:
Charge: +2
Largest force on an atom (hartree/bohr): 0.0108
Orbital gap (eV): 4.942
ΔE to the lowest compared entry with this formula, charge and spin (kJ/mol): 122.4
E_HOMO (eV): -13.3
M (Da): 708.42

This record from the OMol25 dataset describes an isolated molecule of C30H28N4O6. The level of theory is the ωB97M-V functional and the def2-TZVPD basis.

```
68
Properties=species:S:1:pos:R:3
C 9.13106 3.25315 -0.78259
H 9.32187 2.96350 -1.82112
O 8.43815 2.24762 -0.08467
C 7.19839 1.88978 -0.51787
C 6.54198 2.44126 -1.61432
C 5.28236 1.99237 -1.95930
C 4.62249 1.00965 -1.21965
C 5.30409 0.44864 -0.13506
C 6.56699 0.87710 0.20649
H 7.09706 0.43847 1.03745
H 4.85924 -0.36293 0.41744
C 3.29493 0.59878 -1.63632
C 2.25481 0.21783 -0.87074
C 1.00768 -0.17205 -1.53063
N 1.00404 -0.18563 -2.84555
C -0.09192 -0.55595 -3.51982
C -0.04063 -0.56413 -4.93075
C -1.13012 -0.95169 -5.65770
C -2.31075 -1.35103 -5.01184
C -2.39343 -1.35238 -3.64611
C -1.29466 -0.94551 -2.86661
C -1.28332 -0.90877 -1.44899
C -0.14598 -0.53153 -0.77217
C -0.11154 -0.46377 0.72504
C 0.90214 0.57231 1.18952
C 2.27479 0.21313 0.63190
H 2.55220 -0.78177 0.99580
H 3.02301 0.92350 0.98765
H 0.60769 1.55883 0.82347
H 0.93282 0.60766 2.28033
H 0.16117 -1.44991 1.11628
H -1.10661 -0.22897 1.10487
C -2.50124 -1.30447 -0.68023
O -2.53608 -2.22111 0.10879
O -3.52961 -0.51138 -0.94838
C -4.77606 -0.79882 -0.31893
C -4.65229 -1.37390 1.08543
O -5.25741 -2.40709 1.34875
C -3.83139 -0.65540 2.04688
C -3.31355 -1.36094 3.13966
N -3.75094 -2.58423 3.43619
H -3.22215 -3.19914 4.02855
H -4.41420 -2.96204 2.74955
N -2.35244 -0.79566 3.92530
C -1.91321 0.51623 3.74773
O -1.03817 0.98275 4.44241
N -2.53434 1.22916 2.76640
C -3.47453 0.72715 1.84741
O -3.92908 1.47276 1.00257
C -2.12462 2.61755 2.63418
H -2.48737 3.19332 3.48559
H -2.55699 3.00084 1.71294
H -1.03782 2.67553 2.60639
C -1.74852 -1.54679 5.00858
H -1.03203 -0.88377 5.49204
H -1.21937 -2.42078 4.62459
H -2.50464 -1.84989 5.73401
H -5.30952 0.15386 -0.29018
H -5.32384 -1.52922 -0.92606
H -3.30359 -1.66604 -3.15823
H -3.15861 -1.66195 -5.60417
H -1.09067 -0.95881 -6.73710
H 0.88104 -0.26236 -5.40284
H 3.11013 0.63856 -2.70211
H 4.78490 2.42758 -2.81399
H 7.00457 3.21413 -2.20819
H 8.58795 4.20374 -0.76398
H 10.08055 3.37188 -0.26286
```

Summary:
Charge: 0
Largest force on an atom (hartree/bohr): 0.0188
Orbital gap (eV): 7.492
ΔE to the lowest compared entry with this formula, charge and spin (kJ/mol): 90.2
E_HOMO (eV): -7.7
M (Da): 540.58